# C31H57N12O2RbS2

A molecular structure, C31H57N12O2RbS2 (ωB97M-V/def2-TZVPD, the OMol25 dataset).

Structure (XYZ):
```
105
Properties=species:S:1:pos:R:3:forces:R:3
Rb -1.194 -0.516 -0.100 0.08 0.29 0.02
S -1.680 -1.138 -5.435 0.07 -0.01 0.03
S -2.458 -2.961 -1.878 0.16 -0.04 0.07
O -1.304 -3.422 -1.124 -0.05 -0.06 0.02
O -3.580 -2.576 -1.052 -0.10 -0.06 -0.09
N 0.834 4.148 -2.646 -0.02 -0.02 0.04
N -2.023 -1.754 -2.855 0.08 0.06 0.01
N 0.544 -1.639 2.041 0.01 -0.13 -0.01
N 1.191 1.840 -3.097 -0.06 -0.05 0.02
N -2.575 0.772 2.267 -0.04 0.00 0.11
N 0.013 2.432 -1.051 0.11 -0.06 -0.06
N 0.411 1.503 1.825 0.09 0.00 0.01
N 0.008 -3.353 3.586 -0.02 0.02 0.08
N 0.958 -3.853 1.518 -0.13 0.04 0.00
N -1.385 2.545 -1.344 -0.10 -0.12 -0.08
N -4.392 -0.546 2.814 0.07 0.01 0.02
N -4.072 1.432 4.001 -0.01 -0.04 0.03
C 1.721 -3.434 0.357 0.02 -0.03 -0.01
C -1.877 2.656 -5.067 0.01 0.03 0.00
C 0.208 -5.087 1.321 0.02 0.03 0.01
C -4.206 -1.314 1.600 -0.07 0.07 -0.05
C 2.270 4.320 -2.552 0.03 -0.01 -0.02
C 0.324 2.818 -2.505 -0.05 0.13 0.09
C -3.583 -6.087 -4.237 0.00 0.01 -0.01
C -2.318 2.829 -3.618 -0.04 -0.02 -0.03
C -2.010 2.109 2.157 -0.06 0.01 -0.01
C -2.081 -2.098 -4.139 -0.22 0.02 -0.07
C -3.316 -5.475 -5.460 -0.01 -0.02 0.00
C -0.572 2.205 2.662 -0.03 -0.08 -0.02
C -1.227 2.746 -2.599 0.10 0.00 -0.02
C -2.883 -4.119 -3.134 0.00 0.07 -0.02
C 1.405 1.987 -4.532 0.00 0.00 0.02
C -3.604 0.575 3.010 -0.01 0.00 -0.10
C 0.479 -2.883 2.370 0.13 0.00 -0.06
C -2.611 -3.497 -4.338 0.05 -0.06 0.03
C 0.892 0.455 -2.753 -0.04 0.10 -0.04
C -2.828 -4.177 -5.524 0.03 0.02 0.01
C 0.589 -4.488 4.266 0.00 0.03 0.00
C -5.482 1.663 4.218 -0.01 0.02 0.00
C -4.805 -1.342 3.956 -0.01 0.02 -0.02
C 1.251 0.614 2.632 0.01 0.03 0.00
C -3.185 1.998 4.989 0.00 0.02 -0.01
C -1.213 -2.828 4.154 0.02 0.01 0.00
C 0.190 5.121 -3.497 -0.01 0.00 -0.04
C 0.500 -0.632 3.083 -0.27 0.07 0.14
C -3.366 -5.409 -3.044 -0.01 0.00 0.01
C 1.240 2.445 1.075 0.01 0.01 0.04
C 0.464 3.260 0.055 -0.03 0.06 0.04
H -0.315 -5.059 0.363 -0.01 0.00 -0.04
H -4.818 -0.740 4.860 0.00 0.00 0.00
H -1.887 -3.657 4.397 -0.01 0.01 0.00
H 2.484 5.332 -2.201 -0.01 0.00 0.01
H -2.715 2.842 -5.738 -0.02 0.00 0.02
H -0.533 -5.209 2.107 0.01 0.00 -0.03
H 0.811 -4.226 5.305 0.00 0.00 0.00
H 1.082 4.084 -0.308 0.01 -0.02 -0.02
H 1.762 3.135 1.762 -0.01 0.01 0.00
H -3.341 -1.986 1.644 -0.01 -0.02 0.01
H -3.122 3.089 4.920 0.00 0.00 0.00
H -0.891 5.014 -3.468 0.01 0.00 0.01
H 2.377 -2.610 0.627 -0.01 0.01 0.00
H 1.039 0.320 -1.686 0.04 -0.11 0.02
H -3.060 2.070 -3.359 -0.01 0.00 -0.02
H -1.531 1.640 -5.249 0.01 0.00 0.02
H 2.365 1.537 -4.791 0.00 0.01 -0.02
H 0.429 6.125 -3.137 0.00 0.00 0.00
H -2.612 -3.687 -6.464 -0.01 0.00 0.00
H 0.880 -5.949 1.339 -0.01 0.01 -0.01
H -4.084 -0.647 0.752 0.00 0.02 0.00
H 1.515 -4.774 3.775 0.01 0.00 0.01
H -3.964 -7.100 -4.217 0.00 0.00 0.00
H -5.681 2.738 4.251 0.00 0.00 0.00
H -1.041 -2.252 5.070 0.00 0.00 0.01
H 1.655 1.153 3.506 -0.01 0.00 0.00
H -3.568 -5.870 -2.087 0.00 0.00 0.00
H -1.083 3.358 -5.325 0.00 -0.01 -0.03
H -3.539 1.746 5.996 0.00 0.00 0.00
H -4.121 -2.185 4.116 0.00 -0.01 0.00
H -0.294 3.264 2.756 -0.02 0.01 -0.02
H 0.513 5.064 -4.548 0.01 0.00 0.01
H -6.058 1.230 3.405 0.01 0.00 -0.01
H 1.073 -3.125 -0.468 0.00 0.01 0.01
H 2.791 4.180 -3.509 -0.01 0.00 -0.01
H 2.007 1.876 0.545 0.00 -0.01 -0.01
H -2.619 2.863 2.669 0.01 -0.01 0.01
H -5.834 1.232 5.164 0.01 0.00 0.00
H 2.323 -4.281 0.020 0.01 0.00 0.00
H -2.817 3.797 -3.501 0.02 0.01 0.04
H -5.100 -1.911 1.422 0.05 -0.08 0.02
H 1.435 3.038 -4.812 0.01 0.00 0.00
H 2.694 3.608 -1.846 0.00 0.00 0.00
H 1.581 -0.196 -3.290 0.01 0.01 -0.01
H -0.407 3.733 0.516 0.00 0.00 0.00
H -0.128 0.165 -3.040 -0.01 -0.11 0.01
H -1.715 -2.185 3.434 0.02 0.02 -0.02
H -0.528 1.796 3.674 0.03 0.00 0.00
H 0.628 1.493 -5.124 0.00 -0.01 0.00
H 2.101 0.300 2.025 0.00 -0.02 0.01
H -2.187 1.586 4.871 0.00 0.00 0.00
H -3.493 -6.025 -6.375 0.00 0.01 0.00
H -0.534 -0.337 3.298 0.00 0.03 -0.02
H -0.084 -5.354 4.275 0.00 -0.01 0.01
H -2.019 2.370 1.095 0.00 0.03 0.01
H -5.805 -1.747 3.790 0.00 0.00 0.02
H 0.900 -0.992 4.041 0.17 -0.10 -0.11
```
Forces are in eV/Å.

The value obtained for the energy above the lowest of the compared OMol25 structures with the same formula, charge and spin is 1.0 kcal/mol. The total energy comes out at -2843.3737 Ha. The orbital gap is 7.65 eV. The highest occupied orbital energy comes out at -7.414 eV.

# C31H57N2O5P3SiTi

A molecular structure, C31H57N2O5P3SiTi in a non-equilibrium geometry (ωB97M-V/def2-TZVPD, the OMol25 dataset).

Structure (XYZ):
```
100
Properties=species:S:1:pos:R:3:forces:R:3
Ti 0.850 -0.637 0.419 0.47 0.40 2.26
P 1.072 -0.271 3.051 0.00 0.01 -0.28
P -0.492 -2.644 1.746 0.16 0.32 -0.19
P -2.230 0.792 0.497 0.78 -0.55 0.34
Si 1.903 2.171 -1.436 -0.03 -0.21 0.49
O -2.826 0.137 -0.793 -0.11 -0.12 -0.26
O 0.956 -1.791 -0.939 -0.01 -1.81 -2.46
O -0.759 0.200 0.471 -1.43 0.60 -0.25
O -2.107 2.308 0.120 -0.08 0.27 -0.19
O -2.911 0.501 1.768 -0.06 -0.01 0.10
N 3.073 -0.772 0.740 -0.20 -0.04 0.01
N 1.908 0.956 -0.146 0.92 0.36 -0.17
C -0.555 -0.695 3.774 0.01 0.02 0.07
C 3.229 1.691 -2.650 0.04 0.01 -0.16
C 5.326 -0.689 1.455 -0.03 -0.09 0.01
C 0.548 -3.107 -4.280 -0.04 0.05 0.01
C 3.111 0.530 0.368 -0.36 0.21 -0.19
C 5.373 0.663 1.115 -0.03 0.09 -0.02
C -5.121 0.927 -0.354 -0.16 0.02 -0.05
C -3.874 1.503 -2.458 -0.12 0.06 -0.09
C -0.477 -1.175 -3.253 -0.06 0.09 0.13
C 2.274 3.867 -0.726 0.01 0.09 0.00
C 0.257 2.147 -2.300 -0.18 -0.06 -0.03
C -0.869 -1.670 -5.578 0.02 0.01 0.09
C -0.861 -2.173 3.491 -0.06 -0.05 0.03
C -1.074 -0.867 -4.462 0.02 -0.05 0.01
C 4.029 -2.852 1.532 0.02 -0.05 -0.01
C -3.245 3.734 1.710 0.00 0.14 0.05
C -1.435 4.558 0.172 0.02 0.08 0.04
C 4.274 1.290 0.571 0.08 -0.16 0.02
C 4.149 -1.382 1.255 -0.06 -0.01 -0.07
C 1.605 1.269 3.849 -0.04 0.02 0.14
C -0.860 3.028 2.070 0.12 0.11 0.18
C -4.584 -0.872 -2.002 -0.08 0.04 -0.04
C 0.353 -2.299 -3.149 0.00 -0.20 -0.35
C -4.136 0.447 -1.403 0.21 -0.04 0.18
C -1.913 3.425 1.057 -0.03 -0.22 -0.14
C -0.059 -2.794 -5.482 0.03 0.00 0.03
C 2.168 -1.471 3.881 0.02 0.01 0.19
C 0.041 -4.381 1.862 -0.11 -0.09 0.10
C -2.133 -2.776 0.971 -0.08 -0.14 0.08
C 1.865 -3.838 -1.711 0.03 -0.25 -0.03
C 1.033 -2.622 -1.919 0.01 0.88 0.98
H -3.970 4.058 0.964 -0.02 0.01 -0.04
H 2.820 -3.761 -2.240 -0.03 0.06 -0.04
H -2.716 -1.883 1.202 0.05 -0.01 0.00
H 4.290 2.335 0.308 0.02 0.10 -0.01
H -4.777 -1.602 -1.216 0.01 -0.02 0.04
H 0.042 2.663 1.573 -0.02 0.03 -0.05
H 4.231 1.747 -2.228 0.04 -0.02 0.01
H 2.570 1.575 3.444 0.02 -0.04 -0.02
H -3.636 2.865 2.235 0.03 -0.05 0.02
H -5.503 -0.731 -2.571 -0.02 0.01 -0.01
H 0.103 -3.423 -6.345 0.01 -0.02 -0.03
H 6.283 1.225 1.279 0.02 0.00 0.00
H -0.472 4.317 -0.277 -0.01 -0.02 0.01
H 1.364 -4.733 -2.080 0.00 0.00 -0.01
H -1.323 -0.063 3.319 0.05 -0.01 -0.02
H 3.206 -1.159 3.764 -0.01 0.03 -0.02
H 3.062 0.671 -3.004 0.01 -0.02 -0.02
H 4.500 -3.125 2.476 0.02 0.00 0.00
H 4.525 -3.418 0.741 0.02 -0.02 -0.01
H -4.814 1.870 0.095 0.04 0.03 -0.01
H -1.703 0.008 -4.538 -0.04 0.05 0.00
H 0.890 2.066 3.669 -0.02 0.02 0.01
H -0.263 -2.818 4.138 0.00 0.00 0.00
H 0.053 -4.830 0.869 -0.01 0.00 -0.04
H 6.189 -1.199 1.857 0.04 0.01 0.01
H 1.040 -4.468 2.289 0.01 0.03 0.04
H -0.665 -0.546 -2.388 0.03 -0.12 -0.08
H 2.983 -3.157 1.556 0.02 0.04 -0.02
H -4.799 1.728 -2.989 -0.01 0.02 -0.03
H -1.338 -1.420 -6.519 -0.02 0.01 -0.03
H -6.084 1.086 -0.839 -0.04 0.00 0.01
H -5.245 0.193 0.440 0.01 -0.02 0.01
H 1.601 4.621 -1.136 0.02 0.05 -0.03
H 2.174 3.892 0.360 -0.03 -0.01 0.03
H 2.083 -3.963 -0.652 -0.03 0.06 -0.01
H 1.930 -1.498 4.947 0.04 -0.02 -0.01
H -0.011 3.157 -2.615 0.00 0.04 -0.07
H -3.112 4.547 2.425 -0.03 0.02 0.02
H 3.289 4.181 -0.974 0.05 0.02 0.01
H -3.498 2.420 -2.007 -0.01 -0.01 0.03
H 2.070 -2.475 3.474 -0.05 0.01 0.00
H -1.243 2.256 2.738 -0.02 -0.02 -0.01
H -0.597 3.897 2.675 0.02 0.02 0.01
H 1.190 -3.975 -4.223 0.02 -0.04 0.00
H -2.154 4.750 -0.623 -0.04 -0.01 -0.02
H -1.911 -2.398 3.695 0.03 0.02 0.03
H -0.563 1.781 -1.681 0.07 0.04 0.01
H -2.650 -3.655 1.364 -0.04 0.04 -0.04
H -0.542 -0.498 4.850 -0.04 -0.05 -0.02
H -3.139 1.148 -3.179 0.03 -0.04 -0.03
H 3.200 2.351 -3.519 0.01 0.02 -0.04
H 0.315 1.523 -3.195 0.00 0.01 -0.02
H 1.703 1.105 4.925 0.01 0.08 -0.01
H -3.823 -1.273 -2.668 0.10 0.00 -0.08
H -0.662 -4.936 2.487 0.05 -0.07 -0.03
H -1.325 5.469 0.761 0.01 0.02 0.02
H -2.041 -2.864 -0.111 0.01 0.01 -0.02
```
Forces are in eV/Å.

Its spin multiplicity is 2. The value obtained for the energy above the lowest of the compared OMol25 structures with the same formula, charge and spin is 23.8 kcal/mol. As for the expectation value of S²: 0.7792. The total energy comes out at -3864.3503 Ha. The orbital gap (alpha / beta) is 6.01 / 7.38 eV. The highest occupied orbital energy (alpha / beta) comes out at -9.126 / -10.550 eV. As for the charge: +1.